2 unconnected molecules or ions with the total composition CH6NO3P at a distorted geometry, computed with ωB97M-V with the def2-TZVPD basis set.

The LUMO energy comes out at -0.25 eV. The molar mass comes out at 111.0 g/mol. The HOMO energy comes out at -10.8 eV. The energy relative to the best compared isomer or geometry (same formula, charge and spin) is 19.2 kcal/mol. The value obtained for the electronic energy is -18055.6738 eV. As for the max |F|: 2.15 eV/Å.

Last columns: bonded neighbours and bond lengths (Å).
Positions of all 12 atoms, in Å:
1 C 1.94 0.29 -0.34  O5 1.426, H7 1.046, H8 1.115, H9 1.095
2 N 0.11 -0.72 1.38  P6 1.524, H10 1.044
3 O -0.93 -2.15 -0.71  P6 1.452
4 O -2.68 1.20 0.07  H11 0.969, H12 0.963
5 O 1.08 -0.68 -0.94  C1 1.426, P6 1.542
6 P -0.09 -1.17 -0.06  N2 1.524, O3 1.452, O5 1.542
7 H 2.78 -0.17 0.08  C1 1.046
8 H 1.46 0.70 0.57  C1 1.115
9 H 2.18 1.05 -1.09  C1 1.095
10 H -0.75 -0.78 1.96  N2 1.044
11 H -1.99 0.67 -0.36  O4 0.969
12 H -3.13 1.77 -0.56  O4 0.963